Record 1
# C3H6F2S

One molecule with the formula C3H6F2S at a distorted geometry (ωB97M-V with the def2-TZVPD basis set, the Open Molecules 2025 dataset).

Each line ends with the natural charge from an NBO analysis.
Element x y z (Å)
1 F 1.23 -1.91 0.31  -0.372
2 C 1.18 -0.77 -0.51  0.009
3 C 0.54 0.37 0.39  0.158
4 F 1.23 1.55 0.05  -0.368
5 C -0.91 0.73 -0.01  -0.665
6 S -2.02 -0.53 -0.10  0.025
7 H 2.29 -0.55 -0.86  0.199
8 H 0.46 -0.98 -1.41  0.172
9 H 0.82 -0.23 1.35  0.207
10 H -0.77 1.08 -0.94  0.239
11 H -1.43 1.69 0.31  0.255
12 H -2.62 -0.46 1.41  0.140

The SMILES is FC[C@@H](F)CS. Its HOMO energy is -9.438 eV. The value obtained for the LUMO energy is 0.372 eV.

=====

Record 2
# C8H17IO13S4

A 3-piece molecular cluster, C8H17IO13S4 overall (ωB97M-V with the def2-TZVPD basis set, the Open Molecules 2025 dataset).

Each line ends with the natural charge from an NBO analysis.
Element x y z (Å)
1 C -2.47 3.79 -0.45  -0.907
2 S -1.66 3.58 -1.99  2.412
3 O -2.37 4.22 -3.04  -0.912
4 O -0.28 3.88 -1.80  -0.951
5 O -1.70 1.98 -2.19  -0.948
6 S -3.11 1.17 -2.74  1.820
7 O -4.22 1.88 -2.17  -0.926
8 O -2.86 -0.15 -1.88  -0.706
9 C -2.92 -0.08 -0.44  -0.076
10 C -1.65 -0.64 0.22  -0.467
11 C -0.37 -0.19 -0.47  -0.517
12 I 0.76 -1.80 -1.32  0.060
13 H -2.30 4.81 -0.13  0.263
14 H -2.02 3.10 0.25  0.251
15 H -3.53 3.56 -0.55  0.274
16 H -3.09 0.94 -0.11  0.182
17 H -3.79 -0.66 -0.14  0.208
18 H -1.66 -0.28 1.24  0.230
19 H -1.72 -1.72 0.25  0.241
20 H 0.30 0.34 0.19  0.245
21 H -0.57 0.44 -1.32  0.230
22 C 0.55 -6.39 2.55  -0.098
23 C 1.49 -6.03 1.42  -0.101
24 O 1.07 -4.72 1.02  -0.683
25 S 0.54 -3.91 2.29  2.555
26 O 1.57 -3.08 2.78  -0.887
27 O -0.74 -3.39 1.99  -0.911
28 O 0.39 -5.16 3.27  -0.690
29 H -0.43 -6.71 2.18  0.193
30 H 0.95 -7.14 3.22  0.212
31 H 1.42 -6.71 0.57  0.214
32 H 2.53 -5.98 1.76  0.197
33 C 3.39 3.82 -0.66  -0.097
34 C 2.27 3.05 -1.33  -0.117
35 O 2.47 1.70 -0.86  -0.696
36 S 3.03 1.72 0.64  2.557
37 O 1.95 1.56 1.54  -0.918
38 O 4.17 0.89 0.70  -0.892
39 O 3.47 3.26 0.66  -0.693
40 H 4.34 3.67 -1.16  0.189
41 H 3.18 4.89 -0.58  0.210
42 H 2.34 3.06 -2.41  0.211
43 H 1.29 3.40 -1.01  0.236

Its HOMO energy is -9.025 eV. The value obtained for the LUMO energy is 0.460 eV.

=====

Record 3
# C47H111N3O12P2

A 8-piece molecular cluster, C47H111N3O12P2 overall at a distorted geometry (ωB97M-V with the def2-TZVPD basis set, the Open Molecules 2025 dataset).

Each line ends with the Mulliken charge.
Element x y z (Å)
1 C 12.98 17.09 18.76  -1.258
2 C 14.35 16.93 18.08  0.260
3 C 15.28 18.10 18.32  -0.867
4 O 16.56 17.64 17.95  -0.101
5 C 17.54 18.61 17.92  -0.834
6 N 15.00 15.63 18.49  1.416
7 H 14.40 14.82 18.34  -0.892
8 H 15.82 15.40 17.92  0.230
9 H 15.30 15.65 19.51  0.142
10 H 13.00 17.09 19.88  0.183
11 H 12.49 16.16 18.46  0.325
12 H 12.38 17.90 18.32  0.413
13 H 14.09 16.76 17.06  0.606
14 H 15.24 18.26 19.39  0.165
15 H 15.03 19.00 17.75  0.598
16 H 18.41 18.25 17.38  0.246
17 H 17.83 18.90 19.01  0.230
18 H 17.29 19.53 17.36  0.337
19 C 12.17 10.28 21.57  -1.375
20 C 11.85 11.80 21.88  0.296
21 C 11.59 11.95 23.37  -0.812
22 O 10.74 11.00 23.91  -0.409
23 C 9.33 11.46 23.93  -0.675
24 N 12.95 12.69 21.51  0.459
25 H 13.11 12.67 20.49  -0.280
26 H 12.98 13.74 21.81  0.527
27 H 13.82 12.38 21.91  0.437
28 H 13.03 9.89 22.06  0.386
29 H 12.08 10.14 20.51  0.298
30 H 11.30 9.76 21.93  0.516
31 H 11.02 12.16 21.29  0.284
32 H 11.22 12.96 23.58  0.463
33 H 12.54 11.85 23.87  0.392
34 H 9.26 12.53 24.10  0.315
35 H 8.81 10.84 24.64  0.267
36 H 8.87 11.18 22.94  0.260
37 C 19.61 14.66 22.26  -1.328
38 C 18.51 15.75 22.09  0.550
39 C 18.75 16.97 22.89  -0.626
40 O 19.85 17.59 22.34  -0.418
41 C 20.12 18.88 23.08  -0.785
42 N 18.27 16.20 20.62  0.498
43 H 18.55 15.46 19.89  0.273
44 H 17.23 16.38 20.53  -0.291
45 H 18.74 17.09 20.48  0.514
46 H 20.62 15.14 22.37  0.309
47 H 19.59 14.01 21.37  0.288
48 H 19.36 14.06 23.15  0.381
49 H 17.54 15.27 22.39  0.046
50 H 18.84 16.69 23.98  0.467
51 H 17.80 17.60 22.79  0.353
52 H 21.19 19.01 23.03  0.286
53 H 19.83 18.85 24.14  0.330
54 H 19.71 19.75 22.58  0.278
55 C 14.70 9.51 19.09  -0.695
56 C 14.87 9.02 17.64  -1.101
57 C 15.65 10.11 16.86  1.049
58 C 15.99 9.69 15.45  -1.670
59 P 17.07 10.82 14.56  1.300
60 C 17.30 10.16 12.83  -1.425
61 C 18.57 9.33 12.59  -0.546
62 C 19.01 9.32 11.14  -0.220
63 C 20.10 8.25 10.91  -1.453
64 C 16.11 12.36 14.54  -0.813
65 C 14.69 12.18 13.96  -0.692
66 C 13.91 13.54 14.00  0.069
67 C 14.44 14.45 12.91  -1.373
68 C 18.53 11.33 15.43  -0.002
69 C 19.21 10.32 16.39  -0.473
70 C 20.55 10.87 16.90  -0.277
71 C 21.16 10.06 18.03  -1.556
72 H 14.08 8.84 19.75  0.510
73 H 14.09 10.40 19.02  -0.116
74 H 15.64 9.69 19.63  0.284
75 H 13.95 8.76 17.16  0.431
76 H 15.53 8.20 17.56  0.521
77 H 16.57 10.31 17.42  -0.393
78 H 15.02 10.99 16.83  -0.554
79 H 15.07 9.52 14.84  0.732
80 H 16.42 8.69 15.43  0.766
81 H 17.18 10.90 12.09  0.733
82 H 16.47 9.48 12.70  0.576
83 H 18.57 8.27 12.90  0.396
84 H 19.33 9.71 13.26  0.217
85 H 19.42 10.30 10.84  0.181
86 H 18.09 9.23 10.48  0.332
87 H 20.40 8.27 9.90  0.406
88 H 19.80 7.27 11.34  0.366
89 H 20.90 8.50 11.58  0.363
90 H 16.70 13.09 14.04  1.053
91 H 16.20 12.61 15.59  -0.217
92 H 14.19 11.35 14.47  0.367
93 H 14.74 11.91 12.89  0.308
94 H 14.09 13.96 14.98  -0.227
95 H 12.80 13.40 13.97  0.380
96 H 14.63 13.91 12.03  0.350
97 H 15.41 14.93 13.20  0.275
98 H 13.86 15.36 12.79  0.428
99 H 18.24 12.13 16.10  -0.496
100 H 19.29 11.63 14.63  0.562
101 H 19.22 9.34 15.91  0.645
102 H 18.63 10.12 17.28  0.094
103 H 20.54 11.88 17.31  0.221
104 H 21.33 10.92 16.10  0.328
105 H 22.13 10.49 18.25  0.445
106 H 21.26 9.04 17.66  0.340
107 H 20.67 10.03 19.00  0.343
108 C 25.54 14.99 16.42  -1.333
109 C 25.21 16.37 15.82  -0.628
110 C 23.82 16.67 15.28  -0.569
111 C 23.36 15.73 14.19  -1.127
112 P 23.27 16.75 12.61  1.234
113 C 24.96 17.10 12.12  -0.787
114 C 25.42 18.40 11.46  -0.965
115 C 24.97 18.59 10.01  -0.401
116 C 25.77 17.75 9.05  -1.371
117 C 22.50 15.74 11.35  -0.992
118 C 22.88 14.22 11.24  -0.382
119 C 22.10 13.53 10.15  -0.741
120 C 22.21 14.13 8.70  -1.268
121 C 22.20 18.30 12.81  -1.217
122 C 20.85 17.93 13.49  -0.604
123 C 19.94 19.16 13.64  -0.694
124 C 18.55 18.60 14.00  -1.120
125 H 25.37 14.30 15.65  0.356
126 H 24.90 14.70 17.26  0.316
127 H 26.53 15.02 16.82  0.412
128 H 25.96 16.50 15.04  0.091
129 H 25.43 17.12 16.57  0.475
130 H 23.79 17.73 15.07  0.412
131 H 23.17 16.53 16.17  0.532
132 H 22.32 15.36 14.30  0.466
133 H 23.91 14.77 14.04  0.507
134 H 25.15 16.27 11.52  0.699
135 H 25.57 17.00 13.04  -0.025
136 H 26.50 18.34 11.41  0.529
137 H 25.12 19.22 12.14  0.340
138 H 25.23 19.62 9.80  0.367
139 H 23.95 18.51 9.77  0.342
140 H 25.68 16.68 9.23  0.300
141 H 26.81 18.05 9.01  0.374
142 H 25.42 17.86 8.04  0.409
143 H 22.67 16.28 10.37  0.302
144 H 21.41 15.84 11.44  0.571
145 H 22.54 13.75 12.16  0.227
146 H 23.96 14.22 11.11  0.377
147 H 21.01 13.48 10.44  0.302
148 H 22.36 12.46 10.12  0.452
149 H 21.87 15.12 8.68  0.341
150 H 21.62 13.43 8.15  0.414
151 H 23.28 14.27 8.42  0.278
152 H 22.07 18.63 11.77  0.713
153 H 22.84 19.11 13.17  0.643
154 H 21.01 17.64 14.54  0.213
155 H 20.29 17.13 13.02  0.428
156 H 20.10 19.71 12.76  0.493
157 H 20.30 19.79 14.45  0.354
158 H 17.69 19.31 13.93  0.400
159 H 18.58 18.06 14.98  0.182
160 H 18.34 17.88 13.20  0.359
161 O 17.03 12.69 17.77  0.364
162 C 18.04 13.64 18.07  0.565
163 O 17.88 14.12 19.22  -1.019
164 O 18.84 13.88 17.14  -0.738
165 H 16.32 12.89 18.38  -0.265
166 O 12.28 12.03 18.53  -0.429
167 C 13.33 12.91 18.09  0.379
168 O 14.25 12.80 18.96  -0.799
169 O 13.15 13.63 17.09  -0.666
170 H 11.63 12.06 17.84  0.292
171 O 15.18 16.72 23.21  -0.442
172 C 14.91 16.09 22.12  0.392
173 O 14.22 15.04 22.21  -0.912
174 O 15.51 16.55 21.11  -0.787
175 H 14.90 16.11 23.93  0.333

Its HOMO energy is -12.734 eV. The value obtained for the LUMO energy is -3.564 eV. Its charge is +2.

=====

Record 4
# C2H4ClN2S2

An isolated ion of composition C2H4ClN2S2 and charge +1 at a distorted geometry (ωB97M-V with the def2-TZVPD basis set, the Open Molecules 2025 dataset).

Each line ends with the natural charge from an NBO analysis.
Element x y z (Å)
1 C -0.16 0.11 0.15  0.459
2 C -1.63 0.50 -0.03  -0.653
3 N 0.73 1.01 0.28  -0.553
4 N 0.15 -1.20 0.05  -0.726
5 S 1.80 -1.67 0.28  0.427
6 S 2.41 0.36 0.47  0.822
7 Cl 3.08 1.03 -1.31  -0.031
8 H -2.06 -0.22 -0.68  0.245
9 H -1.61 1.57 -0.47  0.281
10 H -2.15 0.44 1.02  0.273
11 H -0.55 -1.93 0.25  0.456

Its HOMO energy is -14.258 eV. The value obtained for the LUMO energy is -5.806 eV. Its charge is +1.

=====

Record 5
# C5H11P

One molecule with the formula C5H11P at a distorted geometry (ωB97M-V with the def2-TZVPD basis set, the Open Molecules 2025 dataset).

Each line ends with the natural charge from an NBO analysis.
Element x y z (Å)
1 H 2.37 1.64 -0.87  -0.062
2 P 2.83 0.32 -0.20  0.345
3 C 1.21 -0.15 0.05  -0.265
4 C 1.07 -1.50 0.53  -0.719
5 C 0.04 0.67 -0.30  -0.308
6 C -0.94 -0.14 -1.24  -0.622
7 C -0.66 1.06 1.03  -0.589
8 H 1.36 -2.20 -0.37  0.250
9 H 1.91 -1.75 1.25  0.239
10 H 0.09 -1.77 1.05  0.222
11 H 0.44 1.64 -0.72  0.228
12 H -1.50 -0.96 -0.74  0.222
13 H -1.66 0.53 -1.76  0.221
14 H -0.23 -0.46 -2.21  0.215
15 H -0.86 0.09 1.70  0.194
16 H 0.03 1.69 1.70  0.219
17 H -1.52 1.59 0.79  0.209

The SMILES is [H]/P=C(/C)C(C)C. Its HOMO energy is -8.588 eV. The value obtained for the LUMO energy is 0.473 eV.

=====

Record 6
# C18H18Cl54

A 18-piece molecular cluster, C18H18Cl54 overall at a distorted geometry (ωB97M-V with the def2-TZVPD basis set, the Open Molecules 2025 dataset).

Each line ends with the Mulliken charge.
Element x y z (Å)
1 C -6.15 -4.73 0.11  0.203
2 Cl -5.52 -3.41 -0.78  0.001
3 Cl -6.25 -6.10 -0.90  -0.124
4 Cl -7.71 -4.17 0.83  -0.152
5 H -5.55 -4.98 0.92  0.049
6 C -6.91 0.75 0.58  0.492
7 Cl -7.13 0.44 2.30  -0.137
8 Cl -7.63 2.26 0.10  -0.126
9 Cl -7.54 -0.55 -0.42  -0.110
10 H -5.84 0.78 0.41  -0.139
11 C -3.41 3.52 -2.15  0.125
12 Cl -4.99 3.58 -2.79  -0.111
13 Cl -3.12 2.03 -1.10  -0.015
14 Cl -2.84 4.92 -1.31  -0.089
15 H -2.76 3.30 -3.00  0.085
16 C 4.53 -1.89 -2.77  0.286
17 Cl 5.45 -3.35 -2.55  -0.126
18 Cl 4.78 -1.18 -4.37  -0.127
19 Cl 4.77 -0.74 -1.39  -0.012
20 H 3.46 -2.15 -2.79  -0.014
21 C -3.27 -2.76 4.28  0.536
22 Cl -3.70 -3.41 5.90  -0.153
23 Cl -2.12 -1.44 4.38  -0.004
24 Cl -4.63 -2.32 3.26  0.000
25 H -2.70 -3.56 3.86  -0.421
26 C -1.67 -4.36 -3.49  0.232
27 Cl -1.40 -6.01 -3.01  -0.113
28 Cl -1.89 -4.11 -5.27  -0.154
29 Cl -0.40 -3.37 -2.84  -0.025
30 H -2.71 -4.09 -3.15  0.013
31 C 0.32 5.62 -4.98  -0.025
32 Cl 0.45 4.72 -3.45  -0.077
33 Cl -1.25 5.33 -5.63  -0.109
34 Cl 1.60 5.23 -6.10  -0.108
35 H 0.42 6.63 -4.59  0.311
36 C 0.33 -0.12 -5.99  0.444
37 Cl -0.06 0.16 -7.67  -0.136
38 Cl 0.96 1.30 -5.30  -0.060
39 Cl 1.42 -1.52 -5.87  -0.127
40 H -0.50 -0.48 -5.34  -0.157
41 C 7.50 -1.20 3.55  -0.106
42 Cl 8.96 -1.07 2.50  -0.122
43 Cl 6.17 -0.47 2.65  0.038
44 Cl 7.62 -0.34 5.16  -0.144
45 H 7.35 -2.23 3.75  0.344
46 C 1.03 4.98 1.34  0.536
47 Cl 0.60 6.61 0.82  -0.156
48 Cl 1.74 5.06 2.87  -0.080
49 Cl 2.06 4.30 0.04  -0.017
50 H 0.13 4.40 1.33  -0.297
51 C 6.83 3.57 3.62  0.368
52 Cl 8.23 4.44 2.92  -0.117
53 Cl 5.47 3.28 2.50  -0.029
54 Cl 6.25 4.34 5.09  -0.144
55 H 7.07 2.54 4.01  -0.089
56 C -4.13 -0.33 -3.60  -0.054
57 Cl -3.35 -1.21 -2.35  0.188
58 Cl -5.19 -1.30 -4.67  -0.141
59 Cl -2.98 0.58 -4.56  -0.059
60 H -4.74 0.45 -3.10  0.096
61 C -1.90 -6.07 1.43  -0.126
62 Cl -2.67 -7.24 0.18  -0.153
63 Cl -2.26 -6.52 3.06  -0.096
64 Cl -2.64 -4.49 1.01  0.122
65 H -0.86 -6.12 1.23  0.320
66 C 1.82 -0.54 5.90  -0.114
67 Cl 0.25 0.04 6.33  -0.077
68 Cl 2.05 -0.27 4.13  -0.018
69 Cl 2.12 -2.28 6.15  -0.118
70 H 2.61 -0.11 6.51  0.356
71 C 1.67 -2.94 1.67  0.670
72 Cl 1.24 -3.75 0.18  -0.098
73 Cl 3.41 -3.29 2.00  -0.085
74 Cl 0.46 -3.29 2.96  -0.044
75 H 1.56 -1.86 1.51  -0.542
76 C 6.10 2.49 -2.25  -0.088
77 Cl 6.80 2.25 -0.65  -0.073
78 Cl 6.82 3.86 -3.07  -0.139
79 Cl 4.37 2.68 -2.14  0.019
80 H 6.43 1.56 -2.77  0.249
81 C -2.54 3.20 3.36  -0.261
82 Cl -3.00 4.51 2.24  -0.113
83 Cl -0.88 2.54 3.09  -0.061
84 Cl -3.78 1.99 3.10  -0.011
85 H -2.56 3.70 4.28  0.452
86 C -0.04 0.86 -0.23  -0.252
87 Cl 1.55 0.88 0.52  0.130
88 Cl -0.92 -0.74 0.04  0.188
89 Cl 0.02 1.15 -1.93  0.269
90 H -0.68 1.58 0.35  -0.148

Its HOMO energy is -10.882 eV. The value obtained for the LUMO energy is 0.129 eV.